No. 1
Here is a molecular structure, C25H41BrClNO4P2PdTe from OMol25. Energies are from ωB97M-V/def2-TZVPD.

Geometry as XYZ:
```
77
Properties=species:S:1:pos:R:3:lowdin_charge:R:1
Te 1.749 0.601 -1.207 0.959
Pd -0.318 -0.674 -0.398 0.479
Br 0.237 -1.417 -4.258 0.839
Cl 5.263 -5.404 1.099 0.770
P 0.301 -0.237 1.789 1.036
P -0.020 2.287 -1.319 0.165
O -0.278 2.796 -2.776 -0.243
O 0.643 3.513 -0.611 -0.283
O -4.802 -1.008 -4.949 0.138
O -1.198 1.649 -0.650 -0.377
N -1.656 -0.865 -2.276 -0.052
C 3.931 -3.786 -0.582 -0.069
C 2.797 -3.132 -1.012 -0.042
C 1.805 -0.984 4.072 -0.067
C 0.130 4.890 -0.761 -0.208
C -2.531 -1.202 -4.489 -0.026
C 0.394 -2.654 -0.864 -0.088
C 1.578 -3.271 -0.328 -0.312
C 1.888 2.095 2.217 -0.115
C 1.072 5.686 -1.623 -0.055
C 3.857 -4.597 0.548 -0.650
C 0.455 1.556 2.218 -0.508
C -2.264 3.583 -3.906 -0.047
C -1.376 -0.775 2.377 -0.497
C -4.014 -0.601 -2.708 0.033
C -0.218 1.914 3.551 -0.079
C 2.654 -4.777 1.230 -0.074
C -1.502 -1.147 -3.575 -0.712
C -1.496 -1.146 3.859 -0.087
C -3.826 -0.940 -4.051 -0.291
C -1.921 -1.945 1.550 -0.109
C 2.956 -1.159 1.860 -0.109
C -1.389 2.388 -3.634 -0.226
C -2.916 -0.575 -1.887 -0.149
C 1.527 -4.118 0.790 -0.040
C 1.606 -1.255 2.572 -0.491
H 0.284 1.447 4.399 0.080
H -1.278 1.678 3.587 0.076
H 2.531 -1.708 4.446 0.102
H 3.449 -0.213 2.082 0.082
H -1.123 -0.384 4.536 0.063
H -1.688 4.395 -4.349 0.091
H -1.992 0.108 2.175 0.114
H 2.074 5.697 -1.195 0.089
H 2.222 0.005 4.246 0.074
H 0.718 6.715 -1.688 0.095
H -0.557 -3.089 -0.559 0.081
H -2.107 -1.704 0.493 0.033
H -4.992 -0.356 -2.315 0.134
H 0.583 -4.289 1.295 0.118
H -2.738 3.937 -2.990 0.085
H -2.899 -2.235 1.937 0.107
H -1.274 -2.820 1.610 0.071
H -5.669 -0.822 -4.564 0.140
H 2.446 1.744 3.083 0.075
H -2.344 -1.438 -5.526 0.129
H 2.874 -1.261 0.781 0.002
H -1.940 1.594 -3.134 0.082
H -0.114 2.039 1.423 0.064
H 0.444 -2.435 -1.922 -0.026
H 3.599 -1.964 2.218 0.097
H 2.444 1.851 1.317 0.006
H 1.834 3.182 2.286 0.095
H 0.903 -1.092 4.664 0.059
H -3.044 -0.270 -0.856 0.101
H 4.869 -3.687 -1.111 0.122
H 1.119 5.275 -2.631 0.080
H -3.050 3.305 -4.610 0.091
H -2.552 -1.298 4.086 0.101
H 2.619 -5.443 2.081 0.121
H -0.125 2.993 3.681 0.099
H -0.927 1.999 -4.540 0.127
H -0.875 4.848 -1.180 0.112
H 0.070 5.273 0.255 0.126
H 2.843 -2.510 -1.899 0.109
H 1.223 -2.274 2.455 0.089
H -0.977 -2.083 4.064 0.090
```

The value obtained for the LUMO energy (alpha / beta) is -7.603 / -7.603 eV. The calculation puts the HOMO energy (alpha / beta) at -13.82 / -13.82 eV. The net charge is +2. Its orbital gap (alpha / beta) is 6.22 / 6.22 eV.

---

No. 2
Here is a molecular structure, C6H24N12O6Ti from OMol25. Energies are from ωB97M-V/def2-TZVPD.

Geometry as XYZ:
```
49
Properties=species:S:1:pos:R:3:nbo_charge:R:1
Ti 0.106 0.837 -0.471 0.995
O 0.446 2.223 3.599 -0.716
O 1.354 -2.267 -3.246 -0.690
O -0.125 4.668 -2.939 -0.688
O -3.906 0.992 -1.621 -0.741
O -1.159 -2.959 1.427 -0.697
O 4.323 -0.466 0.889 -0.685
N -5.270 1.280 -3.319 -0.812
N -1.730 2.294 4.195 -0.803
N -4.987 -0.782 -2.287 -0.815
N 3.338 -3.057 -3.458 -0.813
N -0.360 6.904 -3.338 -0.857
N -2.063 5.719 -2.886 -0.791
N -0.200 2.972 5.507 -0.807
N 4.832 -0.970 2.934 -0.817
N 5.825 -1.945 1.260 -0.797
N 1.679 -4.413 -3.196 -0.822
N 0.151 -4.511 2.070 -0.806
N -1.503 -4.151 3.329 -0.844
C 2.079 -3.187 -3.249 0.739
C -4.682 0.482 -2.439 0.753
C -0.832 5.652 -3.068 0.758
C -0.473 2.485 4.372 0.738
C 4.936 -1.148 1.637 0.734
C -0.903 -3.830 2.213 0.744
H 4.924 -1.823 3.467 0.368
H 0.731 -4.245 1.288 0.408
H 6.427 -2.480 1.869 0.388
H 4.066 -0.393 3.249 0.404
H 0.464 -5.034 2.875 0.390
H -2.565 4.973 -2.427 0.402
H 2.457 -5.056 -3.166 0.375
H -5.390 -1.223 -3.100 0.391
H 3.726 -2.131 -3.562 0.419
H -2.236 -3.472 3.477 0.406
H 0.723 3.373 5.588 0.410
H 6.075 -2.106 0.295 0.406
H -4.407 -1.183 -1.564 0.429
H -1.571 -5.150 3.459 0.400
H 3.863 -3.900 -3.274 0.372
H 0.623 6.970 -3.559 0.400
H -0.888 7.721 -3.609 0.387
H -2.592 6.566 -3.039 0.390
H -5.100 2.262 -3.486 0.425
H -0.819 3.214 6.268 0.388
H -2.051 1.793 3.379 0.404
H 0.699 -4.635 -3.304 0.421
H -2.325 2.414 5.002 0.389
H -5.712 0.724 -4.037 0.373
```

The value obtained for the LUMO energy (alpha / beta) is -3.836 / -3.453 eV. The calculation puts the HOMO energy (alpha / beta) at -10.12 / -11.62 eV. The net charge is +1. Its multiplicity is 4. Its orbital gap (alpha / beta) is 6.28 / 8.17 eV.

---

No. 3
Here is a molecular structure, C5H20O7 from OMol25. Energies are from ωB97M-V/def2-TZVPD.

Geometry as XYZ:
```
32
Properties=species:S:1:pos:R:3:nbo_charge:R:1
O -1.006 2.579 -0.460 -0.870
O -1.945 -3.294 0.932 -1.058
O 0.419 -3.524 -0.048 -0.882
O -0.685 3.310 1.832 -1.128
O 1.061 2.957 3.602 -1.032
O -0.777 4.292 -2.514 -0.998
O 2.114 -4.411 1.625 -1.095
C 0.483 0.735 -1.159 -0.454
C 0.809 -2.275 -0.454 -0.050
C -0.876 1.250 -0.787 -0.043
C 0.659 -0.394 -2.218 -0.374
C -0.043 -1.685 -1.593 -0.436
H 0.996 2.044 3.881 0.448
H -1.650 1.181 -1.608 0.135
H 0.049 -0.097 -3.204 0.167
H 1.912 -2.419 -0.848 0.106
H -0.108 -2.558 -2.381 0.188
H 0.976 -1.628 0.458 0.146
H 1.088 1.609 -1.489 0.194
H -0.663 2.939 0.640 0.504
H 1.371 -3.998 0.817 0.504
H 1.511 -4.438 2.353 0.427
H 0.599 3.098 2.733 0.515
H -0.800 3.428 -2.023 0.505
H -1.359 0.483 -0.030 0.132
H -0.945 4.793 -1.768 0.454
H 1.068 0.518 -0.300 0.205
H -1.714 -3.774 1.636 0.436
H -1.056 -3.183 0.249 0.512
H 1.612 -0.577 -2.626 0.194
H -1.442 2.938 2.223 0.440
H -1.075 -1.417 -1.198 0.210
```

The value obtained for the LUMO energy is 5.873 eV. The calculation puts the HOMO energy at -2.29 eV. The net charge is -2. Its orbital gap is 8.17 eV.

---

Energy
In order: -148174.6566, -59884.8579, -19840.2791
Unit: eV
Maximum force
In order: 0.3, 8.6, 7.1
Unit: eV Å⁻¹
ΔE to the lowest compared entry with this formula, charge and spin
In order: 1.0218, 9.4291, 0.4879
Unit: eV